Entry P
DFT (ωB97M-V/def2-TZVPD) results for one molecule with the formula C4H2.

## Properties
- SMILES string = C#CC#C

Last columns: bonded neighbours and bond lengths (Å).
Cartesian coordinates (Å):
1 C -0.6128 -0.1606 0.6071  C2 1.205, C3 1.373
2 C 0.0036 -0.3730 1.6211  C1 1.205, H5 1.048
3 C -0.4190 0.4325 -0.6161  C1 1.373, C4 1.205
4 C 0.2388 0.3087 -1.6182  C3 1.205, H6 1.048
5 H 0.2771 -0.4188 2.6317  C2 1.048
6 H 0.5123 0.2112 -2.6256  C4 1.048

Computed Mulliken charges, given in elementary charges: -0.098, -0.270, -0.086, -0.272, 0.363, 0.362



Entry Q
DFT (ωB97M-V/def2-TZVPD) results for a 2-piece molecular cluster, C4H2 overall.

Last columns: bonded neighbours and bond lengths (Å).
Cartesian coordinates (Å):
1 C -4.0552 0.2451 0.3596  C2 1.163
2 C -4.8285 -0.2130 -0.3791  C1 1.163
3 C -0.2587 -0.2929 -0.1490  C4 1.234, H5 1.142, H6 1.052
4 C -1.3321 0.1779 0.2364  C3 1.234
5 H -0.3572 -1.2455 -0.7720  C3 1.142
6 H 0.5765 0.2774 0.1395  C3 1.052

Computed Mulliken charges, given in elementary charges: -0.263, 0.207, -0.525, 0.045, 0.258, 0.278



Entry R
DFT (ωB97M-V/def2-TZVPD) results for one molecule with the formula C4H2.

## Properties
- SMILES string = C#CC#C

Last columns: bonded neighbours and bond lengths (Å).
Cartesian coordinates (Å):
1 C 0.7420 -0.1213 -0.2665  C2 1.205, C3 1.378
2 C 1.7911 0.0414 0.3039  C1 1.205, H5 1.061
3 C -0.6216 -0.1975 -0.4520  C1 1.378, C4 1.205
4 C -1.7977 -0.0205 -0.2564  C3 1.205, H6 1.061
5 H 2.7075 0.0525 0.8388  C2 1.061
6 H -2.8213 0.2454 -0.1679  C4 1.061

Computed Mulliken charges, given in elementary charges: -0.071, -0.335, -0.066, -0.329, 0.400, 0.401



Entry S
DFT (ωB97M-V/def2-TZVPD) results for one molecule with the formula C4H2.

## Properties
- SMILES string = C#CC#C

Last columns: bonded neighbours and bond lengths (Å).
Cartesian coordinates (Å):
1 C -0.6760 -1.3892 -1.0600  C2 1.212, H5 1.117
2 C -0.2012 -0.4496 -0.4593  C1 1.212, C3 1.352
3 C 0.2923 0.5373 0.3223  C2 1.352, C4 1.202
4 C 0.7820 1.3764 1.0304  C3 1.202, H6 1.062
5 H -1.2244 -2.2413 -1.5298  C1 1.117
6 H 1.0274 2.1664 1.6966  C4 1.062

Computed Mulliken charges, given in elementary charges: -0.206, -0.107, -0.199, -0.288, 0.374, 0.427



The most stable of them is entry S.



Entry P
DFT (ωB97M-V/def2-TZVPD) results for one molecule with the formula C4H2.

## Properties
- SMILES string = C#CC#C

Last columns: bonded neighbours and bond lengths (Å).
Cartesian coordinates (Å):
1 C -1.8895 0.0181 -0.0135  C2 1.242, H5 1.076
2 C -0.6680 -0.2085 -0.0220  C1 1.242, C3 1.371
3 C 0.7029 -0.1943 0.0020  C2 1.371, C4 1.200
4 C 1.8957 -0.0627 0.0052  C3 1.200, H6 1.115
5 H -2.9612 0.0716 0.0668  C1 1.076
6 H 2.9201 0.3757 -0.0385  C4 1.115

Computed Mulliken charges, given in elementary charges: -0.424, -0.032, -0.186, -0.124, 0.385, 0.380



Entry Q
DFT (ωB97M-V/def2-TZVPD) results for one molecule with the formula C4H2.

## Properties
- SMILES string = C#CC#C

Last columns: bonded neighbours and bond lengths (Å).
Cartesian coordinates (Å):
1 C -0.9487 0.4771 1.5720  C2 1.188, H5 1.064
2 C -0.3476 0.0644 0.6340  C1 1.188, C3 1.361
3 C 0.2751 -0.3647 -0.4979  C2 1.361, C4 1.296
4 C 0.8795 -0.2103 -1.6343  C3 1.296, H6 1.292
5 H -1.6897 0.7138 2.2974  C1 1.064
6 H 1.8313 -0.6803 -2.3712  C4 1.292

Computed Mulliken charges, given in elementary charges: 0.155, -0.209, -0.262, -0.367, 0.410, 0.273



The most stable of them is entry P.



Entry P
DFT (ωB97M-V/def2-TZVPD) results for one molecule with the formula C16H25N3O3S.

## Properties
- SMILES string = CC(C)[C@H]1CC[C@H](C)C[C@@H]1OC(=O)CSc1nc(N)cc(=O)[nH]1

Last columns: bonded neighbours and bond lengths (Å).
Cartesian coordinates (Å):
1 C -2.1876 3.0436 0.0285  H2 1.087, H3 1.088, H4 1.088, C5 1.525
2 H -2.5599 2.9175 -0.9851  C1 1.087
3 H -2.2981 4.0888 0.3080  C1 1.088
4 H -2.8012 2.4419 0.6955  C1 1.088
5 C -0.7259 2.6166 0.1189  C1 1.525, C6 1.527, C10 1.527, H48 1.096
6 C -0.5710 1.1529 -0.2866  C5 1.527, C7 1.529, H46 1.092, H47 1.092
7 C 0.8869 0.7014 -0.1904  C6 1.529, C8 1.531, H26 1.096, O27 1.440
8 C 1.4244 0.8710 1.2327  C7 1.531, C9 1.533, H15 1.096, C16 1.546
9 C 1.2716 2.3458 1.6221  C8 1.533, C10 1.525, H13 1.092, H14 1.092
10 C -0.1804 2.8037 1.5332  C5 1.527, C9 1.525, H11 1.092, H12 1.092
11 H -0.2506 3.8545 1.8209  C10 1.092
12 H -0.7887 2.2248 2.2321  C10 1.092
13 H 1.6359 2.4870 2.6417  C9 1.092
14 H 1.8847 2.9616 0.9612  C9 1.092
15 H 0.7852 0.2772 1.8954  C8 1.096
16 C 2.8793 0.3917 1.4377  C8 1.546, C17 1.527, C21 1.529, H25 1.097
17 C 3.8110 0.7657 0.2867  C16 1.527, H18 1.087, H19 1.087, H20 1.088
18 H 3.5681 0.2042 -0.6122  C17 1.087
19 H 3.7526 1.8281 0.0633  C17 1.087
20 H 4.8392 0.5351 0.5570  C17 1.088
21 C 2.9461 -1.1132 1.6982  C16 1.529, H22 1.088, H23 1.086, H24 1.088
22 H 3.9756 -1.4159 1.8770  C21 1.088
23 H 2.5654 -1.6681 0.8461  C21 1.086
24 H 2.3579 -1.3766 2.5749  C21 1.088
25 H 3.2481 0.8958 2.3396  C16 1.097
26 H 1.4852 1.2832 -0.9012  C7 1.096
27 O 0.9745 -0.6855 -0.5661  C7 1.440, C28 1.322
28 C 0.9724 -0.9633 -1.8583  O27 1.322, O29 1.202, C30 1.521
29 O 0.9472 -0.1545 -2.7468  C28 1.202
30 C 1.0256 -2.4662 -2.0855  C28 1.521, H31 1.090, H32 1.087, S33 1.816
31 H 1.9200 -2.7293 -2.6494  C30 1.090
32 H 0.9691 -3.0072 -1.1441  C30 1.087
33 S -0.3700 -2.9666 -3.1344  C30 1.816, C34 1.754
34 C -1.6920 -2.6244 -2.0333  S33 1.754, N35 1.289, N40 1.343
35 N -1.4145 -2.3133 -0.8135  C34 1.289, C36 1.365
36 C -2.4579 -2.0444 0.0248  N35 1.365, C37 1.371, N43 1.361
37 C -3.7646 -2.1143 -0.3836  C36 1.371, C38 1.426, H42 1.077
38 C -4.0907 -2.4738 -1.7240  C37 1.426, O39 1.212, N40 1.421
39 O -5.1864 -2.5887 -2.2291  C38 1.212
40 N -2.9397 -2.7192 -2.5211  C34 1.343, C38 1.421, H41 1.013
41 H -3.1020 -2.9707 -3.4886  N40 1.013
42 H -4.5766 -1.9006 0.2906  C37 1.077
43 N -2.0750 -1.6531 1.2705  C36 1.361, H44 1.005, H45 1.007
44 H -2.7525 -1.6877 2.0122  N43 1.005
45 H -1.1107 -1.8230 1.5039  N43 1.007
46 H -0.9130 1.0122 -1.3138  C6 1.092
47 H -1.1810 0.5218 0.3624  C6 1.092
48 H -0.1362 3.2336 -0.5680  C5 1.096

Computed Mulliken charges, given in elementary charges: -1.832, 0.437, 0.447, 0.327, 0.568, -0.616, -0.598, 0.643, -0.971, -0.839, 0.425, 0.287, 0.382, 0.279, 0.227, 0.261, -1.459, 0.166, 0.334, 0.506, -1.368, 0.464, 0.083, 0.379, 0.424, 0.384, -0.070, 0.496, -0.602, -0.600, 0.500, 0.229, -0.240, 0.201, -0.201, 0.821, -0.829, 0.157, -0.676, -0.083, 0.218, 0.353, -0.343, 0.226, 0.201, 0.562, -0.040, 0.379



Entry Q
DFT (ωB97M-V/def2-TZVPD) results for one molecule with the formula C16H25N3O3S.

## Properties
- SMILES string = Cc1ccc(N2CCN(S(=O)(=O)N3CCOCC3)CC2)cc1C

Last columns: bonded neighbours and bond lengths (Å).
Cartesian coordinates (Å):
1 C -6.6536 -0.4199 0.1974  C2 1.499, H46 1.090, H47 1.087, H48 1.090
2 C -5.1574 -0.3674 0.1338  C1 1.499, C3 1.388, C7 1.396
3 C -4.4036 -1.5253 0.2667  C2 1.388, C4 1.379, H45 1.081
4 C -3.0257 -1.5033 0.2059  C3 1.379, C5 1.395, H44 1.079
5 C -2.3446 -0.3001 0.0186  C4 1.395, C6 1.393, N13 1.400
6 C -3.1019 0.8622 -0.1104  C5 1.393, C7 1.387, H12 1.079
7 C -4.4877 0.8421 -0.0600  C2 1.396, C6 1.387, C8 1.499
8 C -5.2567 2.1210 -0.2020  C7 1.499, H9 1.090, H10 1.090, H11 1.087
9 H -5.8669 2.3014 0.6825  C8 1.090
10 H -5.9264 2.0714 -1.0602  C8 1.090
11 H -4.5846 2.9647 -0.3360  C8 1.087
12 H -2.6095 1.8145 -0.2363  C6 1.079
13 N -0.9500 -0.3150 -0.0992  C5 1.400, C14 1.447, C37 1.450
14 C -0.2725 0.8596 -0.6036  N13 1.447, H15 1.091, C16 1.531, H43 1.102
15 H -0.8510 1.2816 -1.4270  C14 1.091
16 C 1.1030 0.4469 -1.1351  C14 1.531, N17 1.451, H41 1.089, H42 1.095
17 N 1.8996 -0.2321 -0.1310  C16 1.451, S18 1.693, C35 1.452
18 S 2.6247 0.7916 1.0061  N17 1.693, O19 1.429, O20 1.429, N21 1.652
19 O 2.2827 2.1466 0.7064  S18 1.429
20 O 2.3905 0.2784 2.3192  S18 1.429
21 N 4.2495 0.6542 0.7395  S18 1.652, C22 1.447, C29 1.447
22 C 4.7865 1.2375 -0.4705  N21 1.447, H23 1.089, C24 1.532, H34 1.095
23 H 4.1537 2.0850 -0.7285  C22 1.089
24 C 4.8390 0.2068 -1.6028  C22 1.532, H25 1.091, O26 1.412, H33 1.100
25 H 5.3799 0.6046 -2.4633  C24 1.091
26 O 5.5428 -0.9491 -1.2014  C24 1.412, C27 1.412
27 C 4.9343 -1.5566 -0.0818  O26 1.412, H28 1.091, C29 1.532, H32 1.100
28 H 5.5430 -2.4314 0.1535  C27 1.091
29 C 4.8873 -0.5913 1.1067  N21 1.447, C27 1.532, H30 1.089, H31 1.095
30 H 4.3246 -1.0083 1.9402  C29 1.089
31 H 5.9074 -0.3622 1.4334  C29 1.095
32 H 3.9136 -1.8730 -0.3409  C27 1.100
33 H 3.8168 -0.0670 -1.9011  C24 1.100
34 H 5.7993 1.5922 -0.2508  C22 1.095
35 C 1.1815 -1.3582 0.4377  N17 1.452, H36 1.089, C37 1.528, H40 1.095
36 H 1.7847 -1.7638 1.2487  C35 1.089
37 C -0.1870 -0.9335 0.9679  N13 1.450, C35 1.528, H38 1.089, H39 1.102
38 H -0.7211 -1.8012 1.3526  C37 1.089
39 H -0.0224 -0.2244 1.7958  C37 1.102
40 H 1.0649 -2.1088 -0.3505  C35 1.095
41 H 1.6530 1.3309 -1.4552  C16 1.089
42 H 0.9827 -0.2397 -1.9794  C16 1.095
43 H -0.1238 1.6253 0.1743  C14 1.102
44 H -2.4755 -2.4284 0.2875  C4 1.079
45 H -4.9083 -2.4703 0.4119  C3 1.081
46 H -7.0266 0.1904 1.0199  C1 1.090
47 H -6.9953 -1.4414 0.3440  C1 1.087
48 H -7.0931 -0.0370 -0.7235  C1 1.090

Computed Mulliken charges, given in elementary charges: -1.488, 1.056, -1.144, -0.545, 0.242, -0.303, 0.632, -1.680, 0.333, 0.331, 0.374, 0.401, 0.186, -0.805, 0.668, -1.421, 0.269, 1.238, -0.709, -0.713, -0.064, -0.751, 0.418, -0.278, 0.367, -0.428, -0.281, 0.365, -0.752, 0.414, 0.338, 0.195, 0.203, 0.333, -1.056, 0.527, -0.926, 0.560, 0.202, 0.551, 0.471, 0.509, 0.371, 0.471, 0.300, 0.324, 0.367, 0.325



The most stable of them is entry P.